Density functional theory data (ωB97M-V with the def2-TZVPD basis set) for a 8-piece molecular cluster, C37H42ClN9OP overall at a distorted geometry.

Last column: Löwdin charge in e.
Positions of all 91 atoms, in Å:
N: -0.256 2.028 2.881  -0.222
P: -1.294 1.437 1.916  0.802
N: -0.528 0.327 0.645  -0.088
C: 0.688 0.968 0.033  -0.150
C: 0.283 2.071 -0.941  -0.766
O: 0.684 3.176 -0.928  0.142
Cl: -0.917 1.477 -2.091  0.799
H: -0.478 1.726 3.829  0.003
H: -1.957 2.357 1.099  0.038
H: -2.297 0.643 2.482  0.037
H: -1.196 0.134 -0.116  0.094
H: -0.281 -0.572 1.070  0.153
H: 1.252 0.188 -0.476  0.146
H: 1.284 1.408 0.830  0.124
N: -0.362 -2.030 -5.753  0.059
C: -0.468 -0.953 -4.981  -0.177
C: -0.066 0.316 -5.368  -0.092
C: 0.480 0.482 -6.632  -0.074
C: 0.597 -0.633 -7.446  -0.082
C: 0.163 -1.861 -6.963  -0.139
H: -0.908 -1.117 -4.001  0.083
H: -0.194 1.143 -4.683  0.047
H: 0.804 1.455 -6.975  0.112
H: 1.014 -0.556 -8.441  0.105
H: 0.240 -2.750 -7.579  0.109
N: 1.973 -1.834 4.678  0.047
C: 1.536 -0.599 4.452  -0.197
C: 1.915 0.512 5.183  -0.086
C: 2.810 0.327 6.229  -0.064
C: 3.274 -0.951 6.488  -0.056
C: 2.828 -1.994 5.687  -0.141
H: 0.844 -0.494 3.616  0.060
H: 1.530 1.491 4.935  0.081
H: 3.138 1.166 6.829  0.110
H: 3.979 -1.158 7.282  0.077
H: 3.178 -3.004 5.864  0.104
N: -6.702 1.871 -2.469  0.068
C: -5.468 1.521 -2.114  -0.160
C: -4.405 2.413 -2.110  -0.105
C: -4.616 3.730 -2.485  -0.083
C: -5.900 4.102 -2.847  -0.069
C: -6.901 3.138 -2.821  -0.145
H: -5.304 0.481 -1.851  0.066
H: -3.431 2.033 -1.835  0.014
H: -3.805 4.448 -2.502  0.103
H: -6.127 5.115 -3.149  0.103
H: -7.915 3.400 -3.102  0.107
N: -5.000 -1.681 -2.575  0.038
C: -5.147 -2.750 -1.794  -0.156
C: -4.817 -4.037 -2.189  -0.071
C: -4.304 -4.226 -3.463  -0.070
C: -4.149 -3.123 -4.288  -0.065
C: -4.512 -1.877 -3.799  -0.152
H: -5.559 -2.568 -0.806  0.103
H: -4.963 -4.869 -1.514  0.103
H: -4.036 -5.216 -3.809  0.110
H: -3.756 -3.221 -5.290  0.104
H: -4.410 -0.992 -4.418  0.106
N: 5.502 -1.714 -9.377  0.057
C: 6.610 -1.197 -8.854  -0.150
C: 6.623 -0.408 -7.711  -0.073
C: 5.420 -0.142 -7.080  -0.083
C: 4.257 -0.674 -7.616  -0.076
C: 4.354 -1.452 -8.760  -0.157
H: 7.534 -1.423 -9.374  0.105
H: 7.557 -0.016 -7.332  0.101
H: 5.389 0.470 -6.187  0.102
H: 3.295 -0.497 -7.157  0.074
H: 3.466 -1.888 -9.205  0.099
N: -3.322 3.181 4.637  0.036
C: -4.525 3.546 5.081  -0.151
C: -4.926 4.870 5.187  -0.061
C: -4.043 5.870 4.805  -0.066
C: -2.791 5.506 4.334  -0.064
C: -2.488 4.156 4.277  -0.184
H: -5.194 2.744 5.371  0.105
H: -5.912 5.108 5.559  0.107
H: -4.328 6.911 4.874  0.111
H: -2.066 6.244 4.020  0.105
H: -1.512 3.827 3.939  0.061
N: 5.716 -2.741 8.009  0.042
C: 5.637 -2.973 9.319  -0.150
C: 6.108 -4.129 9.922  -0.068
C: 6.690 -5.101 9.124  -0.073
C: 6.778 -4.873 7.760  -0.069
C: 6.279 -3.682 7.254  -0.155
H: 5.176 -2.193 9.916  0.105
H: 6.019 -4.260 10.992  0.104
H: 7.069 -6.017 9.557  0.108
H: 7.226 -5.601 7.097  0.103
H: 6.338 -3.471 6.192  0.104

HOMO-LUMO gap ... 7.30 eV
Total charge ... +1
LUMO energy ... -3.8 eV

Density functional theory data (ωB97M-V with the def2-TZVPD basis set) for C37H42N2O2RuSb2 as an isolated structure at a distorted geometry.

Last column: natural (NBO) charge in e.
Positions of all 86 atoms, in Å:
Ru: 0.066 0.351 -0.183  0.631
C: -3.452 -1.392 -0.145  -0.648
O: -1.540 -1.204 1.339  -0.537
C: -0.923 -2.443 1.174  0.229
C: -1.576 -3.646 1.346  -0.284
C: -0.906 -4.858 1.211  -0.266
C: 0.442 -4.858 0.893  -0.241
C: 1.113 -3.668 0.723  -0.216
C: 0.462 -2.423 0.851  0.178
N: 1.113 -1.237 0.654  -0.450
N: 2.419 -1.302 0.693  -0.302
C: 3.339 -0.375 0.462  0.010
C: 3.124 1.019 0.157  0.327
O: 1.956 1.575 0.200  -0.784
C: 4.241 1.826 -0.142  -0.263
C: 5.529 1.363 -0.105  -0.225
C: 5.794 0.040 0.299  -0.102
C: 7.109 -0.442 0.445  -0.184
C: 7.355 -1.720 0.872  -0.252
C: 6.287 -2.573 1.167  -0.242
C: 4.996 -2.130 1.013  -0.201
C: 4.705 -0.827 0.586  0.034
H: -3.198 -2.405 -0.448  0.217
H: -2.950 -0.695 -0.819  0.234
H: -4.529 -1.261 -0.213  0.207
H: -2.625 -3.674 1.605  0.205
H: -1.449 -5.781 1.354  0.199
H: 0.959 -5.800 0.761  0.201
H: 2.158 -3.659 0.457  0.224
H: 4.031 2.855 -0.401  0.204
H: 6.350 2.020 -0.363  0.193
H: 7.926 0.233 0.226  0.193
H: 8.372 -2.075 0.977  0.195
H: 6.483 -3.578 1.517  0.197
H: 4.168 -2.783 1.237  0.224
C: 0.953 0.236 3.763  -0.994
Sb: -0.087 1.400 2.269  1.293
C: -1.797 1.740 3.588  -1.013
C: 0.986 3.297 2.693  -0.742
C: 0.022 4.328 3.094  -0.002
C: -0.256 4.501 4.439  -0.227
C: -1.296 5.304 4.879  -0.226
C: -2.115 5.932 3.943  -0.244
C: -1.833 5.825 2.607  -0.181
C: -0.729 5.070 2.120  -0.137
C: -0.414 5.085 0.771  -0.341
Sb: -1.208 2.436 -0.907  0.618
C: -3.265 2.468 -0.170  -0.988
C: -1.859 2.671 -2.980  -1.003
H: 1.989 0.097 3.462  0.242
H: 0.475 -0.737 3.850  0.231
H: 0.911 0.755 4.718  0.210
H: -1.452 2.198 4.506  0.226
H: -2.271 0.788 3.807  0.221
H: -2.517 2.412 3.133  0.225
H: 1.540 3.519 1.787  0.256
H: 1.675 3.041 3.496  0.226
H: 0.354 3.972 5.162  0.202
H: -1.490 5.406 5.937  0.202
H: -2.967 6.510 4.280  0.203
H: -2.455 6.322 1.876  0.199
H: 0.530 4.705 0.417  0.208
H: -0.978 5.713 0.097  0.189
H: -3.692 3.444 -0.371  0.210
H: -3.287 2.290 0.900  0.210
H: -3.861 1.713 -0.675  0.209
H: -2.334 3.641 -3.061  0.209
H: -2.567 1.909 -3.290  0.207
H: -1.005 2.656 -3.648  0.215
C: -2.954 -1.137 1.271  -0.054
H: -3.405 -1.834 1.991  0.167
H: -3.206 -0.118 1.585  0.195
C: -0.477 -0.777 -1.985  -0.654
C: 0.934 -0.814 -2.345  -0.075
C: 1.689 -2.000 -2.260  -0.166
C: 3.028 -2.014 -2.586  -0.211
C: 3.657 -0.863 -3.033  -0.233
C: 2.927 0.312 -3.154  -0.208
C: 1.589 0.339 -2.828  -0.219
H: -0.895 -1.777 -1.830  0.206
H: -1.088 -0.210 -2.694  0.207
H: 1.197 -2.907 -1.929  0.203
H: 3.589 -2.934 -2.501  0.205
H: 4.705 -0.880 -3.295  0.207
H: 3.412 1.211 -3.510  0.207
H: 1.014 1.257 -2.940  0.210

HOMO-LUMO gap (spin up / spin down) ... 5.15 / 5.51 eV
Total charge ... -1
⟨S²⟩ ... 8.87
2S+1 ... 6
LUMO energy (spin up / spin down) ... 2.7 / 1.5 eV

Density functional theory data (ωB97M-V with the def2-TZVPD basis set) for C37H43AsN4O3SiTi as an isolated structure at a distorted geometry.

Last column: Mulliken spin population.
Positions of all 90 atoms, in Å:
Ti: -0.348 0.063 0.059  1.040
O: -4.028 2.320 5.210  0.007
C: -4.384 1.377 4.470  0.009
O: -5.428 0.694 4.414  0.013
C: -3.261 0.878 3.541  0.102
C: -3.501 -0.134 2.630  -0.011
C: -2.503 -0.495 1.742  0.160
N: -1.335 0.223 1.706  0.055
C: -0.999 1.006 2.770  0.130
C: -1.956 1.395 3.660  -0.062
C: 0.430 1.298 2.790  0.069
C: 1.055 1.941 3.854  0.013
C: 2.412 2.162 3.808  0.021
C: 3.119 1.751 2.685  0.016
C: 2.437 1.120 1.675  0.027
N: 1.114 0.861 1.711  0.010
C: -2.446 -1.646 0.866  0.106
C: -3.416 -2.651 0.816  0.007
C: -3.195 -3.768 0.057  0.062
C: -1.993 -3.884 -0.653  0.053
C: -1.077 -2.872 -0.567  0.029
N: -1.268 -1.754 0.169  0.049
H: -4.471 -0.621 2.671  -0.004
H: -1.763 2.090 4.471  -0.006
H: 0.461 2.248 4.705  0.002
H: 2.920 2.644 4.635  0.001
H: 4.184 1.918 2.593  0.001
H: 2.963 0.810 0.786  0.009
H: -4.322 -2.537 1.399  0.005
H: -3.939 -4.556 0.010  0.006
H: -1.776 -4.750 -1.262  0.002
H: -0.143 -2.936 -1.105  0.016
C: -3.169 1.871 -3.522  -0.001
Si: -2.984 0.728 -2.040  -0.006
C: -3.581 1.659 -0.531  0.009
C: -4.039 -0.780 -2.359  0.006
N: -1.319 0.273 -1.748  -0.031
C: -0.617 -0.433 -2.722  0.037
C: -1.135 -0.807 -3.980  0.001
C: -0.405 -1.539 -4.904  -0.002
C: 0.886 -1.954 -4.617  0.005
C: 1.439 -1.618 -3.386  0.003
C: 0.707 -0.869 -2.493  -0.009
O: 1.223 -0.539 -1.193  -0.050
C: 2.486 -1.030 -0.824  -0.030
C: 3.619 -0.511 -1.412  -0.007
C: 4.858 -0.943 -0.962  0.001
C: 4.944 -1.881 0.063  0.001
C: 3.787 -2.391 0.632  0.016
C: 2.542 -1.967 0.182  0.082
H: -4.028 1.555 -4.128  0.000
H: -2.287 1.880 -4.171  0.000
H: -3.354 2.901 -3.201  0.000
H: -4.039 2.609 -0.827  0.001
H: -2.772 1.889 0.167  0.009
H: -4.333 1.092 0.031  0.005
H: -4.979 -0.716 -1.796  0.000
H: -3.524 -1.696 -2.053  -0.002
H: -4.292 -0.878 -3.422  0.000
H: -2.154 -0.528 -4.225  0.001
H: -0.861 -1.800 -5.853  0.000
H: 1.458 -2.539 -5.325  0.000
H: 2.432 -1.961 -3.136  0.001
H: 3.521 0.211 -2.210  0.001
H: 5.759 -0.542 -1.410  0.000
H: 5.913 -2.216 0.414  0.000
H: 3.847 -3.123 1.430  0.000
H: 1.627 -2.335 0.626  -0.021
C: 3.040 3.310 -2.071  0.000
C: 2.218 3.648 -0.834  0.005
As: 0.513 2.708 -0.728  0.016
C: -0.307 3.350 -2.375  0.008
C: -0.154 4.816 -2.776  -0.002
C: -0.243 3.819 0.714  0.017
C: -0.472 5.313 0.495  0.001
H: 3.903 3.974 -2.152  0.000
H: 2.458 3.416 -2.989  0.000
H: 3.418 2.288 -2.034  -0.001
H: 1.980 4.709 -0.811  0.000
H: 2.764 3.424 0.081  -0.001
H: -1.352 3.068 -2.305  0.000
H: 0.117 2.701 -3.140  0.000
H: -0.811 5.468 -2.207  0.000
H: -0.415 4.935 -3.831  0.000
H: 0.866 5.186 -2.652  0.000
H: 0.449 3.665 1.542  0.005
H: -1.179 3.352 1.017  -0.007
H: 0.416 5.833 0.136  0.000
H: -0.762 5.776 1.441  0.000
H: -1.280 5.496 -0.210  0.000

HOMO-LUMO gap (spin up / spin down) ... 5.31 / 6.52 eV
Total charge ... 0
⟨S²⟩ ... 2.03
2S+1 ... 3
LUMO energy (spin up / spin down) ... -0.6 / -1.0 eV

> What is the total charge in the first record?

+1

> Look up the total charge of the third one.

0